# C6H21NO7

8 unconnected molecules or ions with the total composition C6H21NO7 in a non-equilibrium geometry (the ωB97M-V functional and the def2-TZVPD basis, OMol25).

Summary:
- Frontier orbital gap: 0.3283 Ha
- SMILES: Nc1ccccc1.O.O.O.O.O.O.O
- 2S+1: 1
- Relative energy (zero: lowest compared OMol25 entry of this formula, charge and spin): 56.3 kcal/mol
- Molecular weight: 219.234 Da

Structure (XYZ):
```
35
Properties=species:S:1:pos:R:3:forces:R:3:nbo_charge:R:1
N -1.59884 -0.15017 2.76398 -2.2 -2.3 0.6 -0.82
C -1.25374 -0.58321 1.47714 3.4 0.7 -0.1 0.20
C 0.02348 -0.04251 0.91054 -0.2 0.2 4.7 -0.26
C 0.52657 -0.38296 -0.29880 -2.5 -1.6 -0.4 -0.22
C -0.18725 -1.33062 -1.07885 -0.9 0.4 0.1 -0.32
C -1.34858 -1.89353 -0.58155 0.0 -1.8 0.0 -0.21
C -1.76755 -1.60890 0.70261 -2.1 -0.5 1.4 -0.31
H -1.02378 0.47586 3.28247 0.7 0.3 -0.3 0.41
H -2.21424 -0.72605 3.44233 1.4 1.2 -2.2 0.40
H 0.74464 0.36245 1.78481 -1.7 -0.1 -2.4 0.24
H 1.40356 0.02096 -0.64939 2.1 0.7 -0.6 0.23
H 0.10188 -1.66201 -2.04077 0.8 0.0 -0.9 0.22
H -1.93270 -2.79618 -0.99699 1.4 1.7 -0.1 0.23
H -2.52978 -2.32783 1.06366 0.2 1.0 0.2 0.21
O 1.46220 2.51775 3.19297 -0.8 -0.1 -1.6 -0.94
H 1.04009 3.18528 2.61327 0.4 -0.5 0.5 0.47
H 1.61427 2.97692 3.99910 0.3 0.6 1.1 0.47
O 1.78978 4.74687 -0.01209 -1.9 -2.8 -0.2 -0.94
H 1.49825 4.85089 -0.94673 0.4 0.0 0.9 0.48
H 1.33402 3.83906 0.23062 1.5 2.7 -0.8 0.46
O 2.14361 0.99473 -3.38161 -2.6 -2.4 0.5 -0.95
H 2.13370 1.57683 -4.14850 -0.5 -0.2 0.0 0.48
H 1.26175 0.39270 -3.36664 3.1 2.6 -0.5 0.48
O 1.49462 -3.44365 0.86615 -0.9 1.5 -0.7 -0.94
H 1.37765 -2.79460 0.11094 0.3 -1.1 1.2 0.48
H 0.78393 -3.14229 1.47498 0.6 -0.5 -0.8 0.45
O -2.41130 -0.38672 -3.43746 -1.0 0.4 -0.1 -0.96
H -1.88555 -0.74872 -2.72349 0.1 -0.1 0.4 0.48
H -3.31990 -0.28774 -3.07607 1.0 -0.2 -0.3 0.48
O 1.31120 -2.61997 3.62848 0.8 0.0 3.2 -0.92
H 1.97530 -2.65221 2.98632 1.6 -0.1 -1.6 0.48
H 0.50732 -2.57621 3.19408 -2.4 0.3 -1.2 0.45
O -0.78032 2.38281 -3.65235 -1.0 2.5 3.6 -0.94
H -0.76400 1.73975 -4.28029 0.0 -2.9 -2.9 0.46
H -1.51029 2.09324 -3.05289 0.9 0.3 -0.7 0.48
```
Forces are in eV/Å.